(1)
Molecular formula: C12H19ClN5OPdS2
Method: DFT, ωB97M-V/def2-TZVPD

```
! RIJCOSX wB97M-V def2-TZVPD def2/J DEFGRID3
* xyz 1 1
Pd -0.4623 -2.3787 1.3654
N -1.8840 -4.6722 1.4249
N -0.9617 -5.6888 1.6872
C 0.3541 -5.4548 1.7781
N 1.1440 -6.5113 1.9838
S 1.1129 -3.9277 1.7046
H -2.3440 -4.3791 2.2859
H -2.5616 -4.9924 0.7408
H -1.3075 -6.6112 1.9188
H 0.7977 -7.4564 1.9683
H 2.1335 -6.3716 2.0980
C -1.4186 3.1962 1.5449
C 0.0366 2.8226 1.7790
C 0.2980 1.3353 1.6058
N 0.1244 0.9370 0.2038
C -0.8073 0.1514 -0.2818
S -1.9968 -0.6582 0.7148
N -0.8904 -0.0623 -1.6196
C 0.0216 0.2800 -2.6671
O 0.2609 -0.5566 -3.4935
C 0.5804 1.6527 -2.6783
C 1.8517 1.8387 -3.2136
C 2.3877 3.1151 -3.2711
C 1.6459 4.1989 -2.8183
C 0.3673 4.0154 -2.3071
C -0.1667 2.7393 -2.2302
H -1.5703 4.2669 1.6651
H -2.0718 2.6823 2.2501
H -1.7449 2.9300 0.5379
H 0.3382 3.0914 2.7929
H 0.6885 3.3870 1.1051
H -0.3874 0.7364 2.2120
H 1.3191 1.0754 1.8945
H 0.7560 1.3780 -0.4570
H -1.5020 -0.8305 -1.8683
H 2.4023 0.9838 -3.5800
H 3.3780 3.2663 -3.6766
H 2.0633 5.1949 -2.8728
H -0.2143 4.8646 -1.9777
H -1.1679 2.5890 -1.8469
Cl -0.6024 -2.1767 3.5980
*
```

Its total energy is -2201.9675 a.u. The calculation puts the energy relative to the best compared isomer or geometry (same formula, charge and spin) at 0.0000 eV. The orbital gap is 7.197 eV. The calculation puts the LUMO energy at -0.1692 hartree.


(2)
Molecular formula: C26H37N3O8Ti
Method: DFT, ωB97M-V/def2-TZVPD

```
! RIJCOSX wB97M-V def2-TZVPD def2/J DEFGRID3
* xyz -2 1
Ti 0.3841 -0.9526 -0.4834
O -1.1191 -2.0432 3.1038
C -0.5165 -2.2710 1.8526
O 0.2809 -1.2059 1.4732
C 0.2430 -3.6087 1.8335
O -0.2255 -4.3660 0.7193
C -1.5896 -4.0034 0.5121
C -1.7243 -2.4937 0.8078
O -2.8916 -2.1018 1.3179
O -1.3636 -1.7788 -0.3795
H -2.0618 -1.8896 2.7975
H 0.0523 -4.1563 2.7681
H 1.3160 -3.4563 1.6970
H -2.2428 -4.5572 1.2032
H -1.8460 -4.2377 -0.5218
O -1.3974 0.8020 0.0186
C -1.8245 1.4957 -1.1317
C -0.9110 1.1587 -2.3637
O -1.0439 1.8430 -3.3762
O -0.0771 0.2070 -2.2052
C -1.6510 2.9655 -0.7494
C -0.4925 3.6707 -1.0638
C -0.2892 4.9577 -0.5876
C -1.2444 5.5694 0.2137
C -2.4032 4.8728 0.5315
C -2.6006 3.5859 0.0572
C -3.2729 1.1752 -1.4870
C -3.9709 0.1408 -0.8663
C -5.2931 -0.1092 -1.2205
C -5.9353 0.6573 -2.1799
C -5.2373 1.6871 -2.8023
C -3.9206 1.9404 -2.4597
H -1.7271 -0.1425 0.0059
H 0.2471 3.2133 -1.7089
H 0.6201 5.4882 -0.8464
H -1.0865 6.5743 0.5872
H -3.1560 5.3331 1.1616
H -3.4997 3.0419 0.3203
H -3.5232 -0.5136 -0.1186
H -5.8097 -0.9264 -0.7315
H -6.9661 0.4531 -2.4480
H -5.7201 2.2918 -3.5624
H -3.3649 2.7253 -2.9561
C 1.6333 1.0779 3.3042
C 2.9066 0.9954 2.4536
C 3.4886 2.3945 2.2468
C 3.9271 0.1037 3.1555
N 2.7148 0.3800 1.1274
N 1.5879 0.8607 0.3990
H 1.8999 1.3412 4.3312
H 1.0826 0.1353 3.2822
H 0.9542 1.8558 2.9438
H 3.6785 2.8785 3.2086
H 2.7871 3.0222 1.6922
H 4.4231 2.3385 1.6850
H 4.2138 0.5340 4.1175
H 4.8193 -0.0123 2.5370
H 3.4968 -0.8838 3.3370
H 2.5285 -0.6138 1.2402
H 1.8488 1.6405 -0.1900
H 0.8169 1.1330 1.0082
C 3.4422 -1.6630 -2.6041
C 2.5875 -2.6673 -1.8162
C 3.4923 -3.5102 -0.9044
C 1.8514 -3.5967 -2.7923
N 1.6309 -1.9648 -1.0287
H 4.1956 -2.1691 -3.2201
H 3.9456 -0.9885 -1.9077
H 2.7939 -1.0641 -3.2462
H 4.2263 -4.0837 -1.4828
H 2.8757 -4.1981 -0.3231
H 4.0261 -2.8567 -0.2096
H 2.5527 -4.1649 -3.4154
H 1.2011 -3.0008 -3.4350
H 1.2267 -4.2893 -2.2259
*
```

Its total energy is -2628.7663 a.u. The calculation puts the energy relative to the best compared isomer or geometry (same formula, charge and spin) at 0.0000 eV. The orbital gap is 5.580 eV. The calculation puts the LUMO energy at 0.1627 hartree.